Record 1
Below is one molecule with the formula C8H6Cl2N2, with properties calculated with ωB97M-V/def2-TZVPD.

Results
Gap between HOMO and LUMO   8.8 eV
SMILES   Cl/N=C/C=C\c1cccnc1Cl
E_tot   -1338.19459 hartree
Multiplicity   1
Relative energy (zero: lowest compared OMol25 entry of this formula, charge and spin)   8.03 kcal per mole
Net charge   0

Atoms and positions in Å:
Cl 3.460195 0.683215 0.877220
N 2.216913 -0.263254 0.247483
C 1.683354 -1.009820 1.123474
C 0.693776 -1.941942 0.687061
C -0.230062 -1.651891 -0.262608
C -0.368244 -0.220634 -0.400412
C -1.224397 0.202385 0.583995
C -1.683932 1.489792 0.288300
C -1.180299 2.197908 -0.777044
N -0.556931 1.672890 -1.806108
C 0.048126 0.453345 -1.531978
Cl 1.164049 -0.172173 -2.767100
H 2.103029 -1.004284 2.165658
H 0.742473 -2.853431 1.113175
H -1.021606 -2.181319 -0.539863
H -1.598625 -0.393253 1.420101
H -2.490402 2.006018 0.731722
H -1.757416 2.986449 -1.153080

Forces on the atoms, in the same order (eV/Å):
Cl 0.7 0.8 0.2
N 0.0 -0.1 0.1
C 1.6 0.4 1.0
C -1.8 0.7 -2.5
C 5.4 1.6 3.5
C 0.1 -1.8 -1.5
C -1.3 3.4 -0.9
C 0.6 -0.3 1.3
C -1.8 -1.2 -1.8
N 3.9 -2.4 0.3
C -1.9 2.8 -1.0
Cl -1.2 0.2 1.1
H -0.7 -0.2 -0.8
H 0.1 -3.1 1.4
H -2.8 -2.9 -1.3
H 0.2 0.1 -0.6
H -0.6 0.2 1.3
H -0.6 1.9 0.4

natural (NBO) population analysis, charges in e, atoms 1 to 5: 0.109, -0.388, 0.049, -0.239, -0.103

=====

Record 2
Below is one molecule with the formula C5H11N, with properties calculated with ωB97M-V/def2-TZVPD.

Results
Gap between HOMO and LUMO   9.7 eV
SMILES   C=CCCNC
E_tot   -251.80731 hartree
Multiplicity   1
Relative energy (zero: lowest compared OMol25 entry of this formula, charge and spin)   34.65 kcal per mole
Net charge   0

Atoms and positions in Å:
C 0.897774 -2.148829 -1.394960
C -0.313024 -1.597077 -1.352515
C -0.655455 -0.098549 -1.207996
C 0.119773 0.529746 -0.043664
N -0.692850 0.907353 1.101309
C 0.044229 1.709174 2.068815
H 1.743643 -1.495688 -1.194843
H 1.079757 -3.182546 -1.654329
H -1.151264 -2.236705 -1.620167
H -1.725455 -0.139597 -1.008066
H -0.468515 0.496652 -2.105506
H 0.754534 1.361359 -0.359570
H 0.871050 -0.187346 0.340602
H -1.187603 0.123953 1.513172
H 0.995719 1.329918 2.451340
H 0.253809 2.633994 1.539128
H -0.566123 1.994190 2.927251

Forces on the atoms, in the same order (eV/Å):
C -0.2 0.9 0.2
C 0.1 0.1 -1.4
C 0.3 -1.3 0.9
C 0.7 -0.7 0.9
N -0.4 0.6 0.1
C -0.5 0.5 -0.3
H 0.2 -0.3 -0.1
H -0.1 0.0 0.2
H -0.1 0.0 0.2
H -0.1 0.8 0.1
H -0.1 -0.4 -0.1
H -0.5 0.4 0.0
H 0.0 -0.1 -0.5
H 0.3 0.0 -0.1
H 0.1 -0.5 -0.1
H 0.3 0.3 0.1
H -0.1 -0.2 -0.1

natural (NBO) population analysis, charges in e, atoms 1 to 5: -0.407, -0.164, -0.461, -0.214, -0.629

=====

Record 3
Below is one molecule with the formula C2H7NO2S, with properties calculated with ωB97M-V/def2-TZVPD.

Results
Gap between HOMO and LUMO   9.7 eV
E_tot   -683.74512 hartree
Multiplicity   1
Relative energy (zero: lowest compared OMol25 entry of this formula, charge and spin)   63.19 kcal per mole
Net charge   0

Atoms and positions in Å:
C 1.171998 1.524842 0.279671
C -0.081402 -0.686904 0.780890
N 1.060772 0.110822 0.066563
O -1.401102 -0.656898 -1.522306
O -2.290453 -1.991044 0.327920
S -1.037072 -1.811835 -0.386795
H 1.679398 2.036248 -0.645352
H 0.267438 2.106058 0.583044
H 1.982197 1.847444 0.975371
H 0.469920 -1.490998 1.439615
H -0.780909 0.026372 1.322971
H 0.794705 0.015974 -0.945233
H -1.835490 -1.030081 -2.276358

Forces on the atoms, in the same order (eV/Å):
C 1.7 2.8 -0.5
C 2.4 0.5 -0.2
N -2.2 -1.9 -1.4
O 1.2 0.7 1.1
O -0.2 -0.7 0.4
S -0.3 1.4 0.4
H -1.5 -1.1 1.1
H 0.3 -0.6 -0.5
H -0.7 -0.9 0.4
H -1.5 1.7 -0.8
H 0.6 -1.3 -0.6
H 0.6 0.1 1.3
H -0.4 -0.7 -0.7

natural (NBO) population analysis, charges in e, atoms 1 to 5: -0.429, -0.443, -0.641, -0.908, -0.939

=====

Record 4
Below is C3LiO6Pt as an isolated structure, with properties calculated with ωB97M-V/def2-TZVPD.

Results
Gap between HOMO and LUMO (spin up / spin down)   6.3 / 7.0 eV
E_tot   -692.46218 hartree
Multiplicity   4
Relative energy (zero: lowest compared OMol25 entry of this formula, charge and spin)   0.00 kcal per mole
Net charge   0

Atoms and positions in Å:
C -0.191081 -0.408549 -0.557870
O -1.392373 -0.672969 -0.357223
C 0.700295 -1.410428 -1.384317
O 1.911614 -1.061313 -1.458406
O 0.167088 -2.421948 -1.834557
Pt -2.428954 -0.368590 0.951105
Li 2.268510 0.579738 -0.631424
O 0.447812 0.536986 -0.003081
O -1.503035 1.183534 1.673117
O 0.452057 2.350850 1.992128
C -0.431934 1.692690 1.610528

Forces on the atoms, in the same order (eV/Å):
C 3.9 0.3 0.0
O 5.2 -2.3 -9.2
C -0.3 -1.6 -1.0
O 0.3 1.0 0.4
O 0.0 1.1 0.6
Pt -10.2 -1.7 7.8
Li -0.3 -0.7 -0.2
O -1.0 0.0 -0.3
O 2.5 3.7 1.0
O -0.4 -0.7 -1.2
C 0.3 0.8 2.1

natural (NBO) population analysis, charges in e, atoms 1 to 5: 0.721, -0.687, 0.655, -0.852, -0.603

=====

Record 5
Below is C26H23ClN2OPSTl as an isolated structure, with properties calculated with ωB97M-V/def2-TZVPD.

Results
Gap between HOMO and LUMO   4.5 eV
E_tot   -2560.84599 hartree
Multiplicity   1
Net charge   +2

Atoms and positions in Å:
Tl -0.827315 -0.259600 1.254295
Cl -0.540655 -2.586787 1.141712
C 2.568615 -1.048616 1.041984
O 3.367069 -1.792309 1.393085
P -0.016141 -0.141151 -1.409702
C 0.628137 1.470751 -2.049383
C 1.004378 -1.483682 -2.154257
C -1.712600 -0.447406 -2.078468
C 0.488434 -2.777972 -2.392403
C 1.308213 -3.755564 -2.955600
C 2.662765 -3.525460 -3.158257
C 3.206298 -2.305495 -2.769455
C 2.400702 -1.303713 -2.241325
H -0.527330 -3.032933 -2.064431
H 0.862532 -4.704853 -3.226024
H 3.281190 -4.279725 -3.630286
H 4.265818 -2.126871 -2.882631
H 2.837815 -0.384862 -1.830225
C 1.434566 2.305708 -1.240885
C 1.880834 3.535366 -1.724219
C 1.558529 3.948636 -3.015668
C 0.743362 3.136525 -3.808471
C 0.253115 1.922790 -3.322054
H 1.662266 1.996545 -0.215504
H 2.485696 4.168771 -1.084072
H 1.944348 4.893730 -3.393321
H 0.478201 3.435780 -4.818497
H -0.439865 1.331273 -3.922045
C -1.897640 -0.787977 -3.427347
C -3.188322 -0.938919 -3.942055
C -4.300575 -0.884383 -3.109199
C -4.119692 -0.654670 -1.747435
C -2.849071 -0.423496 -1.234142
H -1.035106 -0.954914 -4.080445
H -3.298228 -1.099051 -5.005157
H -5.304825 -1.014788 -3.498795
H -4.969057 -0.640264 -1.071678
H -2.741822 -0.248940 -0.150579
H -0.209519 1.419467 1.287231
H -1.020468 1.713238 1.280532
N 1.031571 -2.578036 3.822577
C 0.526212 -1.482407 4.471417
N 0.074718 -0.479538 3.776890
C -0.222896 0.592330 4.585073
C -0.585484 1.852465 4.105996
C -0.862062 2.869052 5.009821
C -0.760718 2.641412 6.390476
C -0.359702 1.376973 6.885943
C -0.081032 0.360991 5.964843
S 0.492927 -1.259324 6.197957
H 1.124628 -3.415904 4.381663
H 0.381141 -2.728094 3.028023
H -0.633469 2.015182 3.042776
H -1.164145 3.854469 4.592633
H -1.011905 3.509012 7.053763
H -0.274442 1.197252 7.945303

Forces on the atoms, in the same order (eV/Å):
Tl 1.6 -3.5 -0.2
Cl -0.7 -0.9 -0.2
C 2.1 -2.0 1.1
O -2.2 2.1 -1.0
P -0.5 -0.3 -1.4
C -0.1 0.3 0.6
C 0.3 -0.4 1.3
C -0.1 -0.2 0.6
C -0.1 0.3 0.2
C -0.5 0.1 0.2
C -0.2 0.4 -0.2
C 0.0 0.2 0.1
C -0.3 0.4 0.1
H 0.3 0.2 -0.6
H 0.1 0.0 0.1
H 0.0 0.0 0.1
H 0.1 0.0 0.1
H -0.1 -0.3 -0.6
C -0.5 -0.4 -0.1
C 0.0 -0.2 0.1
C -0.1 -0.4 0.0
C 0.0 -0.2 0.1
C 0.0 -0.1 0.0
H 0.2 0.1 -0.3
H 0.0 -0.1 -0.1
H -0.2 -0.2 0.1
H 0.0 0.0 0.2
H 0.3 0.2 0.0
C 0.0 0.1 0.0
C 0.3 0.0 0.2
C 0.3 0.2 0.1
C 0.0 0.1 0.4
C 0.6 0.0 -0.9
H -0.3 0.3 0.2
H -0.1 -0.2 0.0
H 0.2 0.0 0.0
H 0.1 0.0 -0.1
H -0.2 0.1 -0.3
H -1.7 3.0 0.0
H 2.0 0.6 0.1
N -1.4 0.0 0.0
C 0.6 -0.7 0.1
N -0.5 0.7 -1.4
C -0.3 1.1 0.5
C -0.1 -0.3 0.7
C -0.1 0.4 -0.4
C -0.1 0.2 0.4
C -0.3 0.8 -0.7
C -0.3 0.8 -0.4
S 0.3 -0.3 -0.2
H 0.1 0.0 0.1
H 1.1 -0.4 0.5
H 0.0 0.3 0.4
H 0.3 -0.8 0.6
H 0.4 -1.2 -0.4
H 0.0 0.1 0.1

Löwdin population analysis, charges in e, atoms 1 to 5: 0.694, 0.202, 0.009, 0.078, 1.054

=====

Record 6
Below is a 2-piece molecular cluster, F3H3SSi2 overall, with properties calculated with ωB97M-V/def2-TZVPD.

Results
Gap between HOMO and LUMO   9.1 eV
E_tot   -1278.70941 hartree
Multiplicity   1
Relative energy (zero: lowest compared OMol25 entry of this formula, charge and spin)   45.65 kcal per mole
Net charge   0

Atoms and positions in Å:
F 2.115535 -0.539330 0.957125
F 0.067401 -0.367992 2.317246
F 1.144095 1.704937 1.554681
Si -0.510365 0.344506 -0.852027
Si 0.753642 0.267188 1.026437
S -1.623341 -1.446280 -1.191224
H -1.462137 1.446149 -0.905615
H 0.606426 0.764009 -2.698131
H -1.091255 -2.173187 -0.208493

Forces on the atoms, in the same order (eV/Å):
F -0.1 -0.1 -0.6
F -0.5 -0.2 -0.5
F 0.0 0.4 -0.4
Si 0.9 0.2 -3.7
Si 1.1 -0.1 2.0
S 0.0 0.1 0.0
H -0.1 0.3 0.2
H -1.4 -0.6 2.9
H 0.2 -0.1 0.2

natural (NBO) population analysis, charges in e, atoms 1 to 5: -0.642, -0.647, -0.645, 0.377, 2.025